Here is a molecular structure, C39H54N6O7P2Sn in a non-equilibrium geometry from OMol25. Energies are from the ωB97M-V functional and the def2-TZVPD basis.

The geometry in XYZ format:
```
109
Properties=species:S:1:pos:R:3:forces:R:3
Sn 1.04657 -1.33239 0.12085 0.26 0.80 0.66
O -0.44333 -7.36156 0.14019 0.00 0.04 -0.10
C -0.09238 -6.06785 0.18611 -0.03 0.02 -0.01
C 0.29623 -5.43487 1.36703 0.00 0.01 0.03
C 0.63127 -4.10247 1.30446 0.06 -0.05 0.10
N 0.55806 -3.43307 0.16409 -0.09 -0.08 0.03
C 0.24710 -4.03201 -0.97861 0.03 -0.10 -0.13
C -0.09408 -5.35963 -1.02055 -0.02 0.00 -0.01
C 0.43005 -3.14164 -2.18739 -0.06 -0.11 -0.11
O 0.25884 -3.57578 -3.30343 0.09 0.02 0.13
O 0.80258 -1.93457 -1.88183 -0.11 0.23 -0.10
C 1.21488 -3.28452 2.44901 -0.14 -0.22 0.17
O 1.29542 -3.78450 3.55499 -0.01 0.09 -0.17
O 1.57936 -2.11519 2.07127 -0.02 0.18 0.04
H -0.37864 -7.75844 1.01452 0.01 -0.05 0.10
H 0.37188 -5.95038 2.31622 0.00 0.00 -0.01
H -0.32370 -5.83856 -1.96134 0.01 -0.01 0.00
O 4.63118 -2.27985 -1.33054 -0.16 0.17 0.03
C 3.70932 -1.50447 -1.26390 0.24 -0.06 -0.30
O 3.03593 -1.30541 -0.13539 -0.15 -0.06 0.12
C 3.31735 -0.65963 -2.47794 0.00 -0.06 0.14
P 2.02059 0.60114 -2.13022 0.17 0.15 0.10
C 3.03495 2.06378 -1.69993 0.00 0.02 -0.15
C 4.23333 1.93547 -1.00172 -0.01 -0.02 0.04
C 4.95756 3.06021 -0.62871 -0.01 0.00 0.02
C 4.48945 4.32812 -0.93853 0.00 0.00 0.00
C 3.28844 4.46751 -1.62262 0.02 0.00 0.01
C 2.56953 3.34502 -2.00085 -0.04 -0.01 0.02
C 1.47671 1.01885 -3.82187 0.00 -0.01 -0.01
C 2.36790 1.49136 -4.78634 -0.01 0.02 -0.01
C 1.92800 1.77702 -6.06745 -0.01 0.00 -0.01
C 0.58978 1.59697 -6.40089 0.02 0.00 -0.01
C -0.30234 1.12577 -5.45184 0.01 0.00 0.01
C 0.14293 0.83726 -4.16756 -0.06 -0.05 0.02
H 2.91647 -1.33823 -3.23167 -0.01 0.00 0.01
H 4.22986 -0.22264 -2.88426 0.01 0.01 -0.02
H 4.60947 0.95763 -0.72727 0.01 -0.02 -0.02
H 5.88999 2.94003 -0.09140 0.00 0.00 -0.01
H 5.05713 5.20391 -0.65086 -0.01 -0.01 0.00
H 2.91350 5.45340 -1.86788 0.00 -0.01 0.00
H 1.63573 3.46737 -2.53860 0.01 -0.02 -0.01
H 3.40926 1.64682 -4.52908 0.00 0.00 0.01
H 2.62736 2.14066 -6.80950 0.00 0.00 0.01
H 0.24706 1.82211 -7.40272 0.00 0.00 0.00
H -1.34407 0.98025 -5.70783 0.00 0.00 -0.01
H -0.55210 0.45255 -3.42919 0.07 0.04 -0.04
C -2.41294 -0.44643 -1.08663 0.13 0.05 0.10
N -2.06665 -1.87456 -1.03958 -0.07 -0.08 0.00
C -2.39944 -2.45050 -2.35738 -0.11 -0.03 -0.02
N -3.80933 -2.26612 -2.70013 -0.03 0.00 0.02
C -4.10689 -0.83218 -2.69129 0.02 0.01 -0.01
N -3.82449 -0.21850 -1.39019 0.00 -0.01 -0.03
C -4.63060 -0.90959 -0.37996 0.01 0.00 0.03
N -4.35057 -2.34839 -0.32878 -0.02 -0.02 -0.02
C -2.92812 -2.51959 -0.03761 0.03 0.10 0.04
C -4.61587 -2.90702 -1.65909 0.01 0.01 0.01
H -1.79718 0.03623 -1.84974 -0.04 -0.03 0.01
H -2.14835 -0.00188 -0.12946 -0.04 -0.06 -0.13
H -2.18462 -3.52221 -2.34571 -0.03 0.06 -0.02
H -1.76943 -1.98355 -3.11827 -0.07 -0.01 0.03
H -5.16106 -0.68546 -2.93503 0.00 0.00 0.00
H -3.49955 -0.33904 -3.45436 -0.01 -0.01 0.01
H -5.68804 -0.76386 -0.61000 0.00 0.00 0.00
H -4.42504 -0.47425 0.60035 -0.02 -0.02 -0.02
H -2.69350 -3.58737 -0.00871 -0.01 -0.03 0.00
H -2.71407 -2.08549 0.94381 -0.02 -0.03 -0.07
H -5.67382 -2.77424 -1.89386 0.00 0.01 0.00
H -4.39335 -3.97612 -1.64573 0.00 0.00 0.00
C 1.85252 3.02701 1.48549 -0.05 -0.06 -0.06
C 1.55066 2.04270 2.62463 0.02 0.09 -0.01
C 1.56735 2.83541 3.93923 -0.02 0.01 -0.07
C 2.72132 1.04739 2.63964 -0.01 -0.07 0.03
P -0.04022 1.12122 2.20024 0.19 0.24 0.17
N 0.18033 0.24513 0.91844 -0.06 -1.04 -0.60
C -1.37295 2.37635 1.67402 -0.09 0.06 -0.02
C -1.45372 3.68178 2.48033 0.01 -0.07 0.00
C -2.77112 1.72922 1.75971 0.06 -0.17 -0.08
C -1.13787 2.74708 0.19335 0.06 -0.02 0.03
C -0.64505 0.21084 3.75349 -0.08 0.00 0.07
C -1.63564 -0.88436 3.31800 -0.02 0.04 0.03
C -1.32498 1.10908 4.80000 0.08 -0.01 0.00
C 0.50380 -0.48016 4.51281 -0.07 0.05 -0.06
H 2.88707 3.36308 1.58714 -0.01 -0.01 -0.02
H 1.22355 3.91213 1.51280 -0.08 0.06 0.00
H 1.75272 2.55337 0.51145 0.01 -0.01 -0.02
H 2.50140 3.40418 3.96596 -0.01 0.00 0.01
H 1.55938 2.20318 4.82125 -0.04 -0.10 0.07
H 0.75327 3.55326 4.02039 -0.05 0.00 -0.03
H 3.64647 1.62734 2.70065 -0.01 -0.01 0.03
H 2.77565 0.45389 1.72728 0.00 0.04 0.01
H 2.69705 0.36858 3.48807 -0.01 -0.02 -0.04
H -1.62032 3.51802 3.54293 0.01 -0.03 0.06
H -2.30917 4.24844 2.10146 0.00 0.01 0.01
H -0.57737 4.31205 2.35920 0.08 0.00 0.00
H -3.18530 1.76277 2.76184 0.00 0.00 0.14
H -2.78536 0.69033 1.43474 0.03 0.17 0.00
H -3.45159 2.28603 1.11198 0.01 -0.01 0.00
H -0.36941 3.50794 0.08189 0.08 0.02 0.01
H -2.06543 3.15248 -0.21726 0.01 0.03 0.02
H -0.84064 1.88233 -0.39738 -0.03 0.00 0.01
H -2.63067 -0.48513 3.12160 0.05 -0.05 0.01
H -1.72496 -1.62375 4.11680 -0.01 0.03 0.01
H -1.29312 -1.40356 2.42334 0.08 -0.03 -0.01
H -2.25721 1.55253 4.47351 -0.11 0.07 -0.11
H -0.66544 1.90167 5.15071 0.00 0.02 -0.01
H -1.55586 0.47954 5.66399 -0.01 0.02 0.00
H 1.13128 -1.09084 3.88273 0.11 -0.09 -0.11
H 0.05259 -1.13776 5.25933 0.00 0.01 0.01
H 1.11950 0.23377 5.05254 0.07 0.07 -0.01
```
Forces are in eV/Å.

The total energy comes out at -89004.698 eV. The value obtained for the energy above the lowest of the compared OMol25 structures with the same formula, charge and spin is 0.0 kJ/mol. Its net charge is 0. Its HOMO-LUMO gap is 8.05 eV. The HOMO energy comes out at -8.422 eV.